(1)
Below is C24H28MnN2P2Te as an isolated structure in a non-equilibrium geometry, with properties calculated with ωB97M-V/def2-TZVPD.

```
58
Properties=species:S:1:pos:R:3:mulliken_charge:R:1
Mn 0.04 -1.07 0.40 -0.058
C -1.80 2.20 1.67 -1.377
P -0.99 0.59 1.84 1.534
C -2.37 -0.55 2.29 -1.197
C -0.01 0.63 3.37 0.568
C -0.32 1.54 4.38 -0.723
C 0.38 1.55 5.57 -0.750
C 1.41 0.64 5.78 -0.942
C 1.73 -0.28 4.79 -0.649
C 1.04 -0.29 3.58 -0.052
P 1.48 -1.54 2.34 0.810
C 3.28 -1.38 2.12 -1.219
C 1.27 -3.15 3.17 -1.257
H -2.49 2.36 2.50 0.524
H -2.36 2.22 0.74 0.338
H -1.05 2.99 1.66 0.463
H -2.73 -0.30 3.29 0.461
H -2.04 -1.59 2.32 0.373
H -3.18 -0.45 1.57 0.375
H -1.12 2.25 4.24 0.311
H 0.13 2.26 6.34 0.429
H 1.97 0.65 6.71 0.425
H 2.54 -0.98 4.97 0.316
H 3.78 -1.63 3.06 0.453
H 3.53 -0.35 1.85 0.381
H 3.64 -2.05 1.34 0.396
H 1.77 -3.14 4.13 0.443
H 1.69 -3.94 2.55 0.432
H 0.21 -3.35 3.32 0.377
N 0.73 -5.41 -3.64 -0.343
C 1.16 -4.43 -3.23 -0.243
C 1.67 -3.19 -2.70 -0.236
C 2.94 -2.72 -3.00 -0.074
C 3.35 -1.51 -2.46 -0.820
C 2.49 -0.82 -1.63 -0.469
N 1.26 -1.27 -1.33 0.142
C 0.86 -2.43 -1.87 0.352
H 3.59 -3.29 -3.65 0.553
H 4.32 -1.10 -2.69 0.468
H 2.78 0.13 -1.20 0.520
H -0.16 -2.75 -1.67 0.557
C -3.20 0.25 -3.43 -0.898
Te -2.35 -0.21 -1.51 0.158
C -0.95 1.36 -1.95 -0.624
C -1.50 2.09 -3.15 0.506
C -0.92 3.29 -3.56 -0.627
C -1.42 3.95 -4.67 -0.624
C -2.49 3.41 -5.38 -0.575
C -3.07 2.22 -4.97 -0.807
C -2.57 1.55 -3.85 0.572
H -4.28 0.35 -3.28 0.478
H -3.01 -0.57 -4.12 0.435
H 0.03 0.92 -2.16 0.293
H -0.84 2.02 -1.08 0.383
H -0.09 3.71 -3.01 0.443
H -0.98 4.88 -4.99 0.418
H -2.89 3.93 -6.24 0.416
H -3.90 1.81 -5.51 0.464
```

Calculated values
multiplicity: 6
max |F|: 1.160 eV Å⁻¹
frontier orbital gap (alpha / beta): 7.3 / 6.9 eV
charge: +2

(2)
Below is one molecule with the formula C4H7NO2 in a non-equilibrium geometry, with properties calculated with ωB97M-V/def2-TZVPD.

```
14
Properties=species:S:1:pos:R:3:mulliken_charge:R:1
C 0.74 1.54 0.31 -1.307
C -0.31 0.62 -0.27 0.389
C 0.30 -0.65 -0.84 -0.747
N 0.04 -1.70 0.16 -0.425
C -0.87 -1.14 1.12 0.582
O -1.34 -1.66 2.09 -0.509
O -1.19 0.15 0.76 -0.359
H 1.35 1.00 1.05 0.305
H 0.25 2.38 0.81 0.355
H 1.39 1.92 -0.48 0.363
H -0.91 1.10 -1.04 0.306
H 1.33 -0.66 -1.17 0.366
H -0.31 -0.97 -1.77 0.302
H -0.47 -1.95 -0.74 0.380
```

Calculated values
max |F|: 4.289 eV Å⁻¹
SMILES: C[C@H]1CNC(=O)O1
frontier orbital gap: 11.2 eV
charge: 0
energy above the lowest of the compared OMol25 structures with the same formula, charge and spin: 200.4 kJ/mol

(3)
Below is a 2-piece molecular cluster, C4H11NO overall in a non-equilibrium geometry, with properties calculated with ωB97M-V/def2-TZVPD.

```
17
Properties=species:S:1:pos:R:3:mulliken_charge:R:1
C -1.89 0.53 -1.52 -1.131
C -0.37 0.59 -1.22 0.686
O 0.55 -0.03 -1.74 -0.601
N -0.09 1.61 -0.34 -0.378
H -2.26 -0.14 -0.89 0.356
H -2.13 0.07 -2.49 0.343
H 0.86 1.80 0.13 0.231
H -0.87 2.13 0.01 0.195
H -2.53 1.48 -1.74 0.307
C 1.64 -1.32 2.03 -0.988
C 0.19 -1.25 2.17 -0.532
H 2.08 -1.57 2.94 0.383
H 2.05 -1.95 1.20 0.259
H 2.16 -0.38 1.88 0.277
H -0.11 -1.01 1.16 0.004
H -0.23 -0.58 2.87 0.311
H -0.23 -2.22 2.50 0.277
```

Calculated values
max |F|: 4.557 eV Å⁻¹
SMILES: CC(N)=O.CC
frontier orbital gap: 10.8 eV
charge: 0
energy above the lowest of the compared OMol25 structures with the same formula, charge and spin: 122.4 kJ/mol

(4)
Below is C23H32CuINO6S as an isolated structure in a non-equilibrium geometry, with properties calculated with ωB97M-V/def2-TZVPD.

```
65
Properties=species:S:1:pos:R:3:mulliken_charge:R:1
C -2.31 -6.21 2.76 -1.110
C -1.54 -5.29 1.76 -0.295
C -0.97 -4.01 2.45 -0.997
I 1.13 -4.28 2.93 0.099
N -1.23 -2.83 1.63 0.367
C -1.84 -1.72 2.22 0.385
O -2.68 -1.74 3.09 -0.710
C -1.20 -0.56 1.48 0.096
C -1.35 0.78 1.73 0.623
O -2.16 1.10 2.80 -0.344
C -2.85 2.30 2.71 -0.120
C -2.34 3.27 3.82 0.438
C -2.66 2.59 5.19 -1.194
O -0.94 3.40 3.80 -0.517
C -0.65 1.66 0.92 -0.611
C 0.16 1.21 -0.12 0.402
C 0.83 2.31 -0.94 -1.022
C 2.23 2.76 -0.46 -0.785
C 3.25 1.60 -0.38 -0.415
S 4.90 2.22 0.10 -0.201
C 0.33 -0.16 -0.36 0.265
C 1.22 -0.76 -1.44 -1.356
C 0.94 -0.27 -2.88 0.065
C 1.18 -1.38 -3.95 -0.871
C 1.71 -0.73 -5.25 -0.671
O 1.01 0.49 -5.50 -0.280
C 1.83 1.43 -6.10 0.620
C 2.61 2.44 -5.28 -0.825
O 1.90 1.45 -7.30 -0.532
C -0.38 -1.02 0.46 0.077
C -0.43 -2.55 0.51 0.077
O 0.05 -3.40 -0.19 -0.563
H -1.68 -7.02 3.11 0.293
H -3.20 -6.61 2.26 0.332
H -2.69 -5.61 3.60 0.309
H -2.29 -4.95 1.03 0.297
H -0.75 -5.84 1.23 0.366
H -1.50 -3.91 3.40 0.628
H -2.90 2.73 1.70 0.789
H -3.94 2.06 3.01 -0.619
H -2.85 4.24 3.82 0.370
H -1.76 2.16 5.64 0.341
H -3.34 1.74 5.01 0.260
H -3.18 3.26 5.88 0.295
H -0.69 3.69 2.91 0.325
H -0.73 2.74 1.08 0.435
H 0.18 3.20 -0.85 0.514
H 0.85 2.10 -2.02 0.194
H 2.61 3.56 -1.10 0.543
H 2.11 3.15 0.56 0.378
H 2.85 0.89 0.35 0.308
H 3.31 1.17 -1.38 0.162
H 5.48 1.12 0.61 0.160
H 1.03 -1.84 -1.42 0.734
H 2.30 -0.65 -1.25 0.390
H -0.04 0.20 -3.02 0.629
H 1.68 0.51 -3.11 -0.311
H 0.22 -1.88 -4.19 0.309
H 1.86 -2.16 -3.58 0.402
H 1.61 -1.43 -6.10 0.404
H 2.79 -0.57 -5.08 0.341
H 2.82 3.30 -5.93 0.354
H 3.60 2.05 -4.99 0.279
H 2.07 2.83 -4.40 0.210
Cu -5.57 1.71 2.99 0.487
```

Calculated values
max |F|: 2.154 eV Å⁻¹
frontier orbital gap: 4.5 eV
charge: +1

- Among the records above, which one has the lowest max |F|?
  C24H28MnN2P2Te